Model one:
{"formula": "H26O13", "method": "ωB97M-V with the def2-TZVPD basis set", "e_lumo_ev": -0.02, "total_charge": 0, "gap_ev": 10.618, "homo_ev": -10.636, "symbols": ["H", "O", "H", "H", "H", "H", "O", "H", "H", "H", "O", "H", "H", "H", "O", "H", "O", "O", "O", "O", "H", "H", "H", "O", "H", "O", "O", "H", "H", "H", "O", "H", "H", "O", "H", "H", "H", "H", "H"], "positions_angstrom": [[-26.39935, -58.13359, 5.53602], [-24.00382, -57.47495, 5.29436], [-24.37880, -57.79324, 4.33676], [-27.05366, -55.26121, 3.33295], [-26.62244, -58.06995, 2.49321], [-25.53087, -58.03579, -0.72737], [-24.37771, -60.85619, 0.42837], [-27.87267, -60.62034, 2.04037], [-25.91562, -59.69287, 3.10899], [-21.75398, -59.31214, 1.86620], [-22.79684, -56.46046, 1.79712], [-27.84596, -58.11175, 1.18281], [-22.68635, -57.40065, 1.88763], [-25.43384, -60.73807, 2.18810], [-25.86717, -58.64720, -0.11133], [-29.09391, -55.82573, 4.53524], [-27.26683, -58.39796, 5.35044], [-26.46308, -54.93862, 2.50324], [-25.55640, -60.77758, 5.04535], [-27.32809, -57.42889, 1.40159], [-24.81501, -61.44477, -0.14803], [-27.83090, -56.65128, 1.69676], [-22.92048, -55.90617, 2.59092], [-28.75000, -60.73541, 1.42362], [-24.63314, -59.90702, 0.26906], [-26.16228, -60.58415, 2.77181], [-25.76794, -58.51730, 3.00535], [-26.58960, -58.17985, 0.31865], [-25.50698, -54.69722, 2.70441], [-22.83880, -59.69349, 2.93413], [-28.14183, -56.15939, 4.54311], [-26.15132, -61.01065, 4.28571], [-28.45563, -61.56377, 0.95288], [-22.71180, -59.12766, 2.17993], [-25.22601, -58.77302, 2.32418], [-27.21238, -59.36680, 5.18758], [-28.17233, -57.07300, 4.15553], [-24.11080, -56.45870, 5.43160], [-25.73931, -60.85212, 5.99983]]}

=====

Model two:
{"formula": "H26O13", "method": "ωB97M-V with the def2-TZVPD basis set", "e_lumo_ev": -0.66, "total_charge": 0, "gap_ev": 8.968, "homo_ev": -9.628, "symbols": ["H", "O", "H", "O", "H", "H", "H", "H", "O", "O", "H", "H", "O", "H", "O", "O", "H", "H", "H", "H", "H", "H", "H", "O", "H", "H", "O", "H", "H", "O", "H", "H", "O", "H", "H", "H", "O", "H", "O"], "positions_angstrom": [[1.71647, -1.65731, -2.44439], [-1.85651, 3.76588, -0.25012], [-2.75529, 4.04662, -0.04113], [0.60193, 2.28839, 1.22835], [-3.15336, 0.81441, -0.25137], [0.64226, 2.16578, -0.52985], [-1.26888, -1.73588, -0.24385], [-1.55442, -0.00683, -2.20142], [-2.80568, 0.45442, -1.05741], [-1.85384, -2.37627, -0.64297], [0.24989, 0.86024, 2.13917], [3.16148, -1.24837, 0.26952], [-0.29144, -0.27605, 0.14892], [1.14851, -2.88825, 0.35220], [-2.27113, -0.92089, 1.97788], [-1.03323, -0.25636, -3.00987], [-1.77835, 2.91236, 0.15690], [0.34999, -0.74885, -0.41036], [0.95274, 0.67896, 3.33433], [-1.49019, -0.72238, 1.49819], [-2.68913, -2.39370, -0.19719], [1.83331, -1.06293, 2.06093], [-2.91216, 1.23295, -1.60668], [3.82564, -1.66969, -0.31347], [4.01091, -1.00640, -0.95714], [1.55542, 0.00035, 1.20464], [0.18567, 0.28817, 2.86229], [2.16795, -0.38572, -1.73245], [-0.22696, -0.45454, -2.57645], [2.29841, -0.49441, 1.44016], [-0.54743, 0.49438, -0.35930], [-2.05625, -1.23991, 2.87798], [0.48343, 1.96649, -1.48380], [-0.07585, 2.70293, 1.72952], [1.33577, 2.91012, 1.35847], [1.12892, 2.55691, -1.90860], [1.20723, -3.60592, -0.25281], [0.40120, -4.12716, -0.13050], [1.36296, -0.86153, -2.03832]]}

=====

Model three:
{"formula": "H26O13", "method": "ωB97M-V with the def2-TZVPD basis set", "e_lumo_ev": -0.21, "total_charge": 0, "gap_ev": 10.805, "homo_ev": -11.016, "symbols": ["O", "H", "H", "O", "O", "H", "H", "H", "H", "H", "O", "O", "O", "H", "O", "H", "H", "O", "H", "O", "H", "H", "H", "H", "O", "H", "H", "H", "H", "H", "H", "H", "H", "H", "O", "H", "H", "O", "O"], "positions_angstrom": [[16.44170, -2.38424, -17.81782], [12.53736, -3.07426, -15.09493], [17.29388, -9.89157, -16.14936], [12.38662, -2.15065, -14.89377], [16.11012, -5.11294, -14.29316], [20.30291, -5.34672, -14.01551], [15.62728, -4.98885, -15.11027], [15.69000, -1.98111, -18.25220], [11.53568, -1.95535, -15.28616], [16.51306, -1.92144, -16.98298], [18.86828, -1.76952, -12.73161], [14.99335, -3.09103, -11.36197], [15.62750, -7.67242, -12.02946], [18.05324, -1.81342, -13.23163], [15.70814, -0.54110, -14.48369], [12.05654, -5.63598, -16.82494], [14.58027, -6.73034, -18.69989], [19.50174, -6.55611, -17.84863], [15.20542, -8.33211, -12.57982], [19.21972, -7.15576, -12.26817], [15.45633, 0.35931, -14.27855], [14.50971, -8.00393, -17.88450], [19.87623, -6.18309, -17.05061], [15.24134, -2.30985, -11.85642], [17.91727, -9.35956, -15.65481], [11.04594, -4.82315, -17.60589], [19.50634, -1.40389, -13.34435], [18.34486, -8.81465, -16.31547], [19.10345, -5.81069, -18.29802], [16.85554, -5.66217, -14.53589], [15.66641, -6.89010, -12.57963], [21.36624, -4.47688, -14.65159], [14.95976, -3.78869, -12.01648], [18.82121, -6.98577, -11.41465], [11.32094, -5.03373, -16.71355], [18.60806, -7.74857, -12.70484], [14.88156, -1.02350, -14.50074], [20.60497, -5.01760, -14.86208], [14.53734, -7.05095, -17.79901]]}

=====

So which one is most stable? That would be model three, about 0.0309 hartree below the next structure.

=====

Model one:
{"formula": "CH3FOS", "method": "ωB97M-V with the def2-TZVPD basis set", "e_lumo_ev": [-0.26, -0.26], "smiles": "FC=S.O", "total_charge": 0, "gap_ev": [9.529, 9.529], "homo_ev": [-9.790, -9.789], "symbols": ["O", "H", "H", "S", "C", "H", "F"], "positions_angstrom": [[-0.16952, -1.97739, -0.37079], [0.73222, -1.67845, -0.23086], [-0.23766, -2.20632, -1.30237], [1.44914, 1.41095, 0.32589], [-0.14418, 1.43119, 0.43291], [-0.82444, 0.77414, -0.09965], [-0.80555, 2.24589, 1.24487]]}

=====

Model two:
{"formula": "CH3FOS", "method": "ωB97M-V with the def2-TZVPD basis set", "e_lumo_ev": -0.31, "smiles": "C=O.FS", "total_charge": 0, "gap_ev": 9.689, "homo_ev": -9.999, "symbols": ["H", "S", "H", "O", "F", "C", "H"], "positions_angstrom": [[3.06940, 0.32555, 0.84536], [3.39044, -0.90825, 1.24516], [-0.11594, -0.29776, -0.39711], [0.09810, 1.60476, -0.99954], [3.48503, -1.50288, -0.34260], [-0.58496, 0.61819, -0.90640], [-1.66404, 0.77599, -1.19431]]}

=====

So which one is most stable? That would be model one, about 0.0516 hartree below the next structure.

=====

Model one:
{"formula": "C5H11N2", "method": "ωB97M-V with the def2-TZVPD basis set", "e_lumo_ev": -3.35, "smiles": "C[NH2+][C@@H](C)[C@@H]1C=N1", "total_charge": 1, "gap_ev": 11.306, "homo_ev": -14.660, "symbols": ["H", "H", "C", "H", "C", "H", "C", "H", "H", "H", "H", "N", "H", "C", "H", "N", "H", "C"], "positions_angstrom": [[0.30303, 1.97632, -0.37802], [-0.95879, -2.36056, 0.32592], [0.85797, 1.71187, 0.59576], [1.92172, 1.71528, 0.50598], [0.12185, -0.47576, 0.08425], [0.70627, 2.66189, 1.10124], [-0.70011, -0.22875, -2.36354], [-1.88120, -0.59788, -0.50080], [0.47788, 0.43275, 2.06065], [-0.32717, -0.76055, -3.18990], [-0.90855, 1.25807, 1.24916], [0.01255, 0.68219, 1.14988], [0.13419, -1.93394, 1.67134], [-0.90826, -0.23618, -0.94330], [0.78294, -2.55166, 0.19660], [-0.78071, 0.92828, -1.84710], [1.15328, -0.30545, -0.36443], [-0.00688, -1.91592, 0.64630]]}

=====

Model two:
{"formula": "C5H11N2", "method": "ωB97M-V with the def2-TZVPD basis set", "e_lumo_ev": -4.02, "smiles": "C=[N+]=CC(C)(C)N", "total_charge": 1, "gap_ev": 11.394, "homo_ev": -15.417, "symbols": ["H", "N", "N", "C", "H", "C", "C", "H", "H", "H", "H", "H", "H", "C", "C", "H", "H", "H"], "positions_angstrom": [[2.87298, -0.68028, -1.06537], [1.99427, 0.93679, 0.06011], [0.54530, -1.17278, 0.04859], [-0.90373, 0.38243, -1.27371], [-0.30989, 0.34447, 2.04919], [-1.02079, 0.24010, 1.21475], [-0.18301, 0.06669, -0.00924], [2.89420, -0.66945, 0.76776], [0.26881, 2.22644, 0.12708], [-0.50612, -0.08580, -2.09748], [-0.85899, 1.42450, -1.55468], [-1.66573, -0.64911, 1.21802], [-1.84454, 0.09779, -1.37380], [2.44968, -0.29274, -0.10726], [0.80057, 1.26690, 0.17290], [0.44370, -1.77794, -0.69912], [-1.53789, 1.14707, 0.98346], [0.21536, -1.72838, 0.82756]]}

=====

So which one is most stable? That would be model two, about 0.0387 hartree below the next structure.

=====

Model one:
{"formula": "C5H11N2", "method": "ωB97M-V with the def2-TZVPD basis set", "e_lumo_ev": -3.70, "total_charge": 1, "gap_ev": 10.202, "homo_ev": -13.906, "symbols": ["H", "H", "H", "C", "H", "H", "H", "H", "N", "N", "C", "C", "H", "C", "H", "H", "H", "C"], "positions_angstrom": [[-1.40402, 0.81174, -2.04466], [1.33183, 2.44025, -1.68058], [1.76033, 3.32780, -0.20177], [1.35100, 2.54193, -0.68494], [0.20430, -2.50819, 0.37608], [0.14615, 0.27940, -2.36561], [0.75340, 0.56794, 2.20031], [-0.62674, -0.14426, 2.53162], [0.75082, 1.86320, 0.14358], [-0.23666, -0.61187, 0.62443], [0.21506, -0.29946, 1.99756], [-0.59002, -0.01574, -1.74988], [-1.24306, -2.09788, -0.52954], [-0.13461, 0.12149, -0.38021], [-0.87810, -0.96134, -2.19578], [-1.39091, -2.22633, 1.26019], [0.70470, -1.11258, 2.31682], [-0.71348, -1.97609, 0.38237]]}

=====

Model two:
{"formula": "C5H11N2", "method": "ωB97M-V with the def2-TZVPD basis set", "e_lumo_ev": -3.44, "smiles": "C=C/C(NC)=[NH+]/C", "total_charge": 1, "gap_ev": 11.209, "homo_ev": -14.648, "symbols": ["C", "H", "C", "H", "H", "C", "H", "H", "H", "H", "C", "H", "N", "H", "H", "C", "N", "H"], "positions_angstrom": [[-1.20048, -0.39496, -2.28151], [-0.92626, -1.44624, -2.19741], [-0.48878, 2.19712, 1.23508], [2.48281, -1.70025, 0.46700], [-0.11943, 0.34796, 2.20759], [-0.27088, 0.89889, 1.29663], [-1.81219, 1.01585, -0.83767], [1.25058, -1.68798, 1.73229], [-0.63780, 2.72439, 0.30388], [-0.49465, 2.80518, 2.12206], [1.66697, -1.12489, 0.89489], [-0.52714, 0.10102, -2.99025], [0.66633, -0.89057, -0.12771], [2.06209, -0.17999, 1.26584], [0.72946, -1.48054, -0.94841], [-0.27507, 0.01949, -0.05317], [-1.15253, 0.26536, -0.99170], [-2.21224, -0.34159, -2.67343]]}

=====

Model three:
{"formula": "C5H11N2", "method": "ωB97M-V with the def2-TZVPD basis set", "e_lumo_ev": -3.81, "total_charge": 1, "gap_ev": 11.723, "homo_ev": -15.533, "symbols": ["C", "H", "H", "C", "H", "H", "H", "H", "H", "H", "H", "H", "C", "N", "C", "C", "N", "H"], "positions_angstrom": [[-0.68750, -1.05629, 1.98751], [2.67136, 0.90014, -3.81863], [-1.32726, -1.11272, 2.86619], [0.45557, -1.96134, 1.90748], [-2.68139, 0.57788, 2.02115], [-0.35137, -0.10650, 0.24764], [2.05721, 2.47094, -3.24143], [1.08541, -1.82619, 2.79026], [0.10531, -2.99675, 1.95964], [1.04441, -1.81479, 1.00382], [1.01390, 1.41552, -4.22905], [-2.67820, 0.63592, 0.24113], [0.90205, 0.32795, -1.34776], [1.31024, 0.83026, -2.30788], [-2.06453, 0.73405, 1.13763], [1.79054, 1.43605, -3.46131], [-0.98257, -0.20353, 1.08887], [-1.66317, 1.74940, 1.15476]]}

=====

So which one is most stable? That would be model two, about 0.0269 hartree below the next structure.